Record 1
Molecular formula: FHNO3S
Method: DFT, ωB97M-V with the def2-TZVPD basis set

```
! RIJCOSX wB97M-V def2-TZVPD def2/J DEFGRID3
* xyz -1 1
N -1.175 0.505 1.014
O -0.014 -1.524 -1.157
O 1.602 -0.170 0.041
O 0.413 0.775 -1.926
F -0.123 1.119 1.716
S 0.431 -0.164 -0.814
H -1.134 -0.540 1.127
*
```

Computed properties:
- E: -21199.5531 eV
- LUMO energy (alpha / beta): 3.789 / 3.775 eV
- Energy above the lowest of the compared OMol25 structures with the same formula, charge and spin: 27.3 kcal/mol



Record 2
Molecular formula: FHNOS
Method: DFT, ωB97M-V with the def2-TZVPD basis set

```
! RIJCOSX wB97M-V def2-TZVPD def2/J DEFGRID3
* xyz -1 1
N -0.392 0.036 0.410
O -1.602 -0.736 0.266
F -0.392 1.472 -0.403
S 0.804 -0.872 -0.412
H 1.582 0.100 0.140
*
```

Computed properties:
- E: -17103.2876 eV
- LUMO energy: 3.931 eV
- Energy above the lowest of the compared OMol25 structures with the same formula, charge and spin: 68.9 kcal/mol



Record 3
Molecular formula: FHNP
Method: DFT, ωB97M-V with the def2-TZVPD basis set

```
! RIJCOSX wB97M-V def2-TZVPD def2/J DEFGRID3
* xyz 0 1
H 0.911 0.479 0.537
N -0.159 0.341 0.562
P -1.369 1.098 1.050
F -0.724 2.027 2.518
*
```

Computed properties:
- E: -13512.3499 eV
- SMILES: [H]/N=P\F
- LUMO energy: -0.671 eV
- Energy above the lowest of the compared OMol25 structures with the same formula, charge and spin: 0.0 kcal/mol



Record 4
Molecular formula: FHO2S
Method: DFT, ωB97M-V with the def2-TZVPD basis set

```
! RIJCOSX wB97M-V def2-TZVPD def2/J DEFGRID3
* xyz 0 1
F 1.276 0.630 0.715
O 0.069 0.484 1.343
O -0.667 -0.518 0.540
S -1.029 -0.179 -1.005
H 0.351 -0.417 -1.593
*
```

Computed properties:
- E: -17656.7818 eV
- SMILES: FOOS
- LUMO energy: 0.093 eV
- Energy above the lowest of the compared OMol25 structures with the same formula, charge and spin: 154.2 kcal/mol



Record 5
Molecular formula: FHO4
Method: DFT, ωB97M-V with the def2-TZVPD basis set

```
! RIJCOSX wB97M-V def2-TZVPD def2/J DEFGRID3
* xyz 0 1
O -1.149 -0.098 0.806
O -0.271 -0.937 0.109
O -0.064 -0.503 -1.017
O 1.600 0.877 -0.626
F 1.745 0.463 0.609
H -1.862 0.198 0.120
*
```

Computed properties:
- E: -10911.8519 eV
- LUMO energy (alpha / beta): -1.098 / -1.595 eV
- Energy above the lowest of the compared OMol25 structures with the same formula, charge and spin: 25.0 kcal/mol



Record 6
Molecular formula: FHgNO2S2
Method: DFT, ωB97M-V with the def2-TZVPD basis set

```
! RIJCOSX wB97M-V def2-TZVPD def2/J DEFGRID3
* xyz 0 1
Hg 1.206 -1.370 0.209
F 2.727 -0.202 0.903
N -0.378 1.385 -0.479
S 1.075 0.989 -0.884
S -1.435 0.220 0.404
O -0.624 -1.106 0.405
O -2.571 0.085 -0.557
*
```

Computed properties:
- E: -34143.0475 eV
- LUMO energy: -2.355 eV
- Energy above the lowest of the compared OMol25 structures with the same formula, charge and spin: 8.4 kcal/mol



Record 7
Molecular formula: FLi
Method: DFT, ωB97M-V with the def2-TZVPD basis set

```
! RIJCOSX wB97M-V def2-TZVPD def2/J DEFGRID3
* xyz 0 1
Li -0.618 -0.051 0.486
F 0.618 0.051 -0.486
*
```

Computed properties:
- E: -2923.5262 eV
- LUMO energy: -0.666 eV
- Energy above the lowest of the compared OMol25 structures with the same formula, charge and spin: 0.0 kcal/mol



Record 8
Molecular formula: FNO3
Method: DFT, ωB97M-V with the def2-TZVPD basis set

```
! RIJCOSX wB97M-V def2-TZVPD def2/J DEFGRID3
* xyz 0 1
O 0.556 -0.522 1.419
N 0.066 0.184 0.644
O -0.375 1.230 0.777
O 0.051 -0.610 -0.696
F -0.297 -0.281 -2.144
*
```

Computed properties:
- E: -10341.3366 eV
- SMILES: O=[N+]([O-])OF
- LUMO energy: -2.238 eV
- Energy above the lowest of the compared OMol25 structures with the same formula, charge and spin: 22.8 kcal/mol



Record 9
Molecular formula: FNO3S
Method: DFT, ωB97M-V with the def2-TZVPD basis set

```
! RIJCOSX wB97M-V def2-TZVPD def2/J DEFGRID3
* xyz 0 1
N 1.222 -0.095 -0.504
O 0.229 0.708 -0.387
O 1.246 -1.081 0.396
O 0.191 -1.110 1.133
F -1.852 1.353 -0.765
S -1.301 0.547 0.455
*
```

Computed properties:
- E: -21176.7434 eV
- LUMO energy (alpha / beta): -1.306 / -1.488 eV
- Energy above the lowest of the compared OMol25 structures with the same formula, charge and spin: 116.1 kcal/mol



Record 10
Molecular formula: FNO4S
Method: DFT, ωB97M-V with the def2-TZVPD basis set

```
! RIJCOSX wB97M-V def2-TZVPD def2/J DEFGRID3
* xyz 0 1
N -0.923 -0.588 -0.608
O 0.192 -0.458 0.408
O -1.244 -1.780 -1.275
O -1.410 0.405 -1.113
O -0.039 1.666 0.729
F 1.740 0.776 -0.560
S 0.864 0.700 0.923
*
```

Computed properties:
- E: -23224.3500 eV
- LUMO energy: -2.486 eV
- Energy above the lowest of the compared OMol25 structures with the same formula, charge and spin: 112.5 kcal/mol



Record 11
Molecular formula: FO3S
Method: DFT, ωB97M-V with the def2-TZVPD basis set

```
! RIJCOSX wB97M-V def2-TZVPD def2/J DEFGRID3
* xyz -1 1
O 0.548 -0.707 1.256
S 0.013 -0.120 0.023
O -1.684 -0.025 -0.064
O 0.549 -0.634 -1.203
F 0.574 1.485 -0.013
*
```

Computed properties:
- E: -19696.5051 eV
- SMILES: O=S(=O)([O-])F
- LUMO energy: 4.468 eV
- Energy above the lowest of the compared OMol25 structures with the same formula, charge and spin: 9.9 kcal/mol



Record 12
Molecular formula: H10KO5
Method: DFT, ωB97M-V with the def2-TZVPD basis set

```
! RIJCOSX wB97M-V def2-TZVPD def2/J DEFGRID3
* xyz 1 1
K 0.063 0.092 0.108
O 0.483 -0.795 2.822
H 1.007 -0.673 3.622
H -0.410 -1.025 3.113
O -1.777 0.454 -2.123
H -0.906 0.302 -2.520
H -2.380 -0.177 -2.535
O 2.228 1.558 0.723
H 2.070 2.466 0.432
H 3.183 1.429 0.655
O 1.178 -0.013 -2.591
H 1.939 0.547 -2.796
H 1.081 -0.577 -3.371
O -2.215 -1.072 1.453
H -2.982 -0.565 1.752
H -2.562 -1.952 1.256
*
```

Computed properties:
- E: -26721.3851 eV
- LUMO energy: -3.159 eV
- Energy above the lowest of the compared OMol25 structures with the same formula, charge and spin: 0.0 kcal/mol



Record 13
Molecular formula: H10N2O4P2Ta
Method: DFT, ωB97M-V with the def2-TZVPD basis set

```
! RIJCOSX wB97M-V def2-TZVPD def2/J DEFGRID3
* xyz -1 1
N 0.533 1.617 1.662
P 0.266 1.598 0.057
O 1.112 2.899 -0.796
O -1.463 1.810 -0.240
Ta 0.955 -0.622 -1.088
O 2.160 -1.284 0.563
P -1.029 -1.957 -0.013
N -0.818 -1.770 1.784
O -2.571 -1.271 -0.451
H -0.421 1.758 2.077
H 0.505 3.718 -0.780
H -1.576 1.412 -1.162
H -0.163 -0.132 -2.522
H 2.405 0.279 -1.860
H 1.420 -2.145 -2.093
H 2.186 -2.293 0.474
H 0.050 -2.266 2.086
H -0.735 -0.757 2.040
H -2.815 -0.595 0.263
*
```

Computed properties:
- E: -31460.3558 eV
- LUMO energy: 2.098 eV



Record 14
Molecular formula: H10NO3
Method: DFT, ωB97M-V with the def2-TZVPD basis set

```
! RIJCOSX wB97M-V def2-TZVPD def2/J DEFGRID3
* xyz 1 1
N -0.270 0.297 0.008
H -0.850 0.985 -0.475
H -0.841 -0.222 0.690
H 0.571 0.726 0.413
H 0.174 -0.354 -0.689
H -2.154 -0.022 3.020
H -3.169 -0.249 1.848
O -2.249 -0.409 2.120
H -0.179 -1.903 -2.125
H 0.508 -2.765 -1.109
O 0.579 -1.911 -1.539
H 3.129 1.465 -1.100
H 2.451 2.627 -0.362
O 2.300 1.735 -0.700
*
```

Computed properties:
- E: -7789.2460 eV
- LUMO energy: -3.289 eV
- Energy above the lowest of the compared OMol25 structures with the same formula, charge and spin: 10.0 kcal/mol



Record 15
Molecular formula: H10NaO5
Method: DFT, ωB97M-V with the def2-TZVPD basis set

```
! RIJCOSX wB97M-V def2-TZVPD def2/J DEFGRID3
* xyz 1 1
Na 15.806 -5.454 4.469
O 17.955 -5.701 3.097
H 18.117 -5.777 2.146
H 18.833 -5.648 3.499
O 16.200 -3.228 2.488
H 16.773 -3.997 2.636
H 16.765 -2.586 2.041
O 14.636 -5.989 2.355
H 14.522 -5.235 1.757
H 14.898 -6.736 1.801
O 14.125 -3.974 5.241
H 13.184 -4.004 5.455
H 14.347 -3.036 5.163
O 17.242 -3.666 5.518
H 18.067 -3.221 5.291
H 16.981 -3.288 6.369
*
```

Computed properties:
- E: -14812.7864 eV
- LUMO energy: -3.380 eV
- Energy above the lowest of the compared OMol25 structures with the same formula, charge and spin: 7.7 kcal/mol



Record 16
Molecular formula: H10NiO13S2
Method: DFT, ωB97M-V with the def2-TZVPD basis set

```
! RIJCOSX wB97M-V def2-TZVPD def2/J DEFGRID3
* xyz -2 3
Ni 0.021 0.443 -0.640
S 2.605 -0.655 0.961
O 1.902 -1.022 2.131
O 3.767 -1.528 0.761
O 1.781 -0.613 -0.244
O 3.068 0.703 1.250
S -1.709 -0.299 1.938
O -1.765 1.141 2.226
O -0.889 -1.011 2.939
O -3.088 -0.821 2.056
O -1.082 -0.478 0.656
O -0.656 -0.973 -2.061
H -1.290 -1.689 -2.015
H -0.343 -0.987 -2.965
O -1.615 1.654 -1.247
H -2.362 1.188 -1.623
H -1.993 2.446 -0.866
O 0.589 1.834 0.766
H 1.436 1.735 1.202
H -0.038 1.941 1.481
O -0.384 -3.034 0.353
H -1.250 -2.920 -0.039
H -0.091 -2.144 0.549
O 0.975 1.500 -2.222
H 0.545 2.148 -2.781
H 1.866 1.441 -2.565
*
```

Computed properties:
- E: -89494.3749 eV
- LUMO energy (alpha / beta): 3.634 / 3.628 eV
- Energy above the lowest of the compared OMol25 structures with the same formula, charge and spin: 0.0 kcal/mol



Record 17
Molecular formula: H10O11SV
Method: DFT, ωB97M-V with the def2-TZVPD basis set

```
! RIJCOSX wB97M-V def2-TZVPD def2/J DEFGRID3
* xyz -1 1
O 0.471 0.280 -1.348
V -0.191 0.182 0.092
O -1.193 -1.034 0.158
S 2.025 -1.943 1.508
O 2.729 -1.409 2.685
O 0.949 -2.882 1.849
O 1.304 -0.686 0.936
O 2.916 -2.399 0.455
O 0.752 1.140 -4.718
H 0.825 1.260 -3.765
H 1.107 1.942 -5.107
O 1.121 2.333 0.224
H 1.203 3.167 0.691
H 1.499 2.463 -0.649
O -1.965 1.589 -0.442
H -2.070 2.423 0.021
H -2.607 1.576 -1.153
O -0.454 0.833 2.216
H -0.662 0.153 2.863
H -0.086 1.584 2.680
O -2.486 -3.803 -0.003
H -3.160 -3.809 0.679
H -2.027 -2.961 0.127
*
```

Computed properties:
- E: -59210.2702 eV
- LUMO energy: 1.445 eV
- Energy above the lowest of the compared OMol25 structures with the same formula, charge and spin: 0.0 kcal/mol



Record 18
Molecular formula: H10O4S
Method: DFT, ωB97M-V with the def2-TZVPD basis set

```
! RIJCOSX wB97M-V def2-TZVPD def2/J DEFGRID3
* xyz 0 1
O 0.078 2.798 0.155
H 1.007 2.605 0.341
H -0.328 1.998 0.551
O 1.534 -1.416 0.091
H 2.382 -1.643 -0.307
H 1.190 -2.289 0.328
O -1.728 -1.614 0.195
H -1.000 -2.084 -0.210
H -1.840 -0.853 -0.390
O -0.506 0.482 1.860
H -0.846 -0.268 1.354
H 0.441 0.334 1.745
S -0.322 0.336 -2.390
H -0.630 1.543 -1.870
H 0.569 0.069 -1.451
*
```

Computed properties:
- E: -19187.6239 eV
- SMILES: O.O.O.O.S
- LUMO energy: -0.056 eV
- Energy above the lowest of the compared OMol25 structures with the same formula, charge and spin: 9.3 kcal/mol



Record 19
Molecular formula: H10O4S
Method: DFT, ωB97M-V with the def2-TZVPD basis set

```
! RIJCOSX wB97M-V def2-TZVPD def2/J DEFGRID3
* xyz 0 1
O 0.571 -0.715 1.132
H 1.088 -1.481 1.399
H 1.176 -0.207 0.574
O -4.033 1.160 0.007
H -3.538 1.475 0.773
H -4.865 0.801 0.321
O -1.581 -1.663 -0.599
H -1.153 -0.999 -0.035
H -2.481 -1.664 -0.256
O 2.110 -0.253 -1.611
H 1.354 -0.278 -2.211
H 2.372 -1.181 -1.516
S 3.385 1.440 1.072
H 3.308 1.375 -0.252
H 2.288 2.190 1.203
*
```

Computed properties:
- E: -19187.4343 eV
- SMILES: O.O.O.O.S
- LUMO energy: 0.541 eV
- Energy above the lowest of the compared OMol25 structures with the same formula, charge and spin: 13.7 kcal/mol



Record 20
Molecular formula: H10O4S2
Method: DFT, ωB97M-V with the def2-TZVPD basis set

```
! RIJCOSX wB97M-V def2-TZVPD def2/J DEFGRID3
* xyz 0 1
S 3.659 0.836 0.309
S 2.330 -0.663 -0.198
H 2.843 1.890 0.169
H 1.626 -0.778 0.946
O 2.453 1.326 -3.052
H 3.334 1.628 -2.798
H 1.889 2.051 -2.764
O -3.871 -1.009 1.356
H -3.767 -0.362 2.062
H -3.841 -0.478 0.550
O -1.030 -2.021 0.771
H -0.546 -2.330 0.008
H -1.801 -2.592 0.840
O -1.212 1.117 0.857
H -1.279 0.154 0.949
H -0.788 1.232 -0.006
*
```

Computed properties:
- E: -30022.6789 eV
- SMILES: SS.O.O.O.O
- LUMO energy: 0.141 eV
- Energy above the lowest of the compared OMol25 structures with the same formula, charge and spin: 10.8 kcal/mol